{
  "formula": "C36H86ClN9O8S",
  "method": "the ωB97M-V functional and the def2-TZVPD basis",
  "e_above_lowest_ev": 0.6545,
  "max_force_ev_per_a": 5.4,
  "energy_ev": -91869.5443,
  "molar_mass_g_mol": 840.66,
  "e_homo_ha": -0.3117,
  "smiles": "CC[C@@H](Cl)[C@@H](C#N)[C@@](S)(C#N)OCCNC[C@H](C)O.COC[C@@H](C)N.COC[C@@H](C)N.COC[C@@H](C)N.COC[C@@H](C)N.COC[C@@H](C)N.COC[C@@H](C)N",
  "homo_lumo_gap_ev": 8.783,
  "symbols": ["C", "C", "C", "Cl", "C", "C", "N", "C", "S", "C", "N", "O", "C", "C", "N", "C", "C", "C", "O", "H", "H", "H", "H", "H", "H", "H", "H", "H", "H", "H", "H", "H", "H", "H", "H", "H", "H", "H", "H", "C", "O", "C", "C", "C", "N", "H", "H", "H", "H", "H", "H", "H", "H", "H", "H", "H", "C", "O", "C", "C", "C", "N", "H", "H", "H", "H", "H", "H", "H", "H", "H", "H", "H", "C", "O", "C", "C", "C", "N", "H", "H", "H", "H", "H", "H", "H", "H", "H", "H", "H", "C", "O", "C", "C", "C", "N", "H", "H", "H", "H", "H", "H", "H", "H", "H", "H", "H", "C", "O", "C", "C", "C", "N", "H", "H", "H", "H", "H", "H", "H", "H", "H", "H", "H", "C", "O", "C", "C", "C", "N", "H", "H", "H", "H", "H", "H", "H", "H", "H", "H", "H"],
  "xyz": [[-1.7255, -0.8812, 0.8309], [-0.6145, 0.2064, 0.5570], [-1.3017, 1.5951, 0.6658], [-1.2541, 2.0744, 2.4384], [-0.6278, 2.7193, -0.1749], [0.7308, 2.3650, -0.7215], [1.5532, 2.0531, -1.4144], [-1.5877, 3.2926, -1.2834], [-0.8513, 4.8406, -2.0164], [-1.6302, 2.2352, -2.3899], [-1.8193, 1.3668, -3.0695], [-2.8731, 3.4832, -0.8152], [-3.0120, 4.6383, 0.0190], [-4.2136, 4.3934, 1.0033], [-4.5351, 2.9715, 1.1868], [-5.9869, 2.7207, 1.1370], [-6.4322, 2.3932, -0.3255], [-7.9770, 2.5856, -0.4883], [-6.0558, 1.0351, -0.5797], [-1.3733, -1.9122, 0.6011], [-2.5219, -0.6651, 0.0799], [-2.2036, -0.7702, 1.8196], [0.1308, 0.0500, 1.3618], [-0.2230, -0.0288, -0.4482], [-2.3728, 1.4540, 0.4357], [-0.4548, 3.5703, 0.5167], [-0.1659, 4.4598, -3.1287], [-2.1215, 4.8576, 0.6444], [-3.1804, 5.5475, -0.5957], [-3.9914, 4.8876, 1.9752], [-5.1175, 4.8944, 0.6075], [-4.1947, 2.6647, 2.0952], [-6.2791, 1.8728, 1.7907], [-6.5723, 3.5949, 1.5183], [-5.8775, 3.0807, -1.0000], [-8.3636, 1.7028, -1.0316], [-8.4775, 2.6409, 0.4992], [-8.1869, 3.5045, -1.0692], [-5.3354, 1.0458, -1.2236], [1.2036, 1.5089, 4.9656], [1.1533, 0.9402, 6.2625], [2.1491, 1.4100, 7.1566], [1.8170, 2.7519, 7.8323], [2.0056, 3.9592, 6.9201], [0.4496, 2.7679, 8.3659], [2.2294, 1.7164, 4.6477], [0.6037, 2.4210, 4.9280], [0.7625, 0.7963, 4.2681], [2.2203, 0.6484, 7.9388], [3.1285, 1.4412, 6.6627], [2.5103, 2.8712, 8.6713], [1.1986, 4.0653, 6.1929], [2.0238, 4.8794, 7.5069], [2.9502, 3.8978, 6.3746], [0.3560, 2.0214, 9.0506], [-0.1726, 2.4831, 7.6120], [0.7109, 2.1114, -9.0121], [-0.2387, 2.0513, -7.9632], [-0.4126, 0.7643, -7.3910], [0.6403, 0.3882, -6.3339], [1.9870, -0.0114, -6.9291], [0.8497, 1.4690, -5.3664], [0.7203, 1.1952, -9.6094], [1.7081, 2.3125, -8.6141], [0.4409, 2.9454, -9.6614], [-1.3873, 0.7951, -6.8963], [-0.4851, -0.0003, -8.1752], [0.2568, -0.4825, -5.7917], [2.5628, 0.8484, -7.2737], [2.5966, -0.5189, -6.1783], [1.8592, -0.6969, -7.7705], [-0.0341, 1.6628, -4.9003], [1.0353, 2.3181, -5.8971], [1.4445, -1.6218, -3.0512], [1.2974, -3.0095, -2.7899], [1.9420, -3.8606, -3.7275], [3.4447, -4.0623, -3.4741], [4.2983, -2.8710, -3.9011], [3.7202, -4.3696, -2.0680], [1.4707, -1.4059, -4.1229], [2.3428, -1.2346, -2.5665], [0.5879, -1.1047, -2.6150], [1.4527, -4.8303, -3.6240], [1.7480, -3.5224, -4.7543], [3.7621, -4.9180, -4.0764], [4.2360, -2.0387, -3.1986], [5.3496, -3.1603, -3.9554], [4.0035, -2.5069, -4.8890], [3.2245, -5.2208, -1.8150], [3.2632, -3.6530, -1.5078], [-0.3745, -5.1513, 2.9529], [0.2061, -6.3380, 2.4399], [-0.2761, -6.7337, 1.1664], [0.3844, -6.0077, -0.0182], [-0.1222, -4.5835, -0.2213], [1.8469, -5.9813, 0.1102], [-1.4244, -5.0506, 2.6634], [0.1923, -4.2764, 2.6268], [-0.3177, -5.1939, 4.0412], [-0.0382, -7.7984, 1.0833], [-1.3698, -6.6551, 1.1254], [0.1325, -6.5702, -0.9242], [0.2908, -3.8825, 0.5065], [0.1633, -4.2137, -1.2092], [-1.2128, -4.5411, -0.1560], [2.1884, -6.9394, 0.1448], [2.0648, -5.6147, 1.0348], [0.3474, 10.5100, 7.3074], [1.3971, 10.1412, 8.1841], [1.0665, 9.1206, 9.1121], [1.1601, 7.6917, 8.5495], [-0.0123, 7.3127, 7.6502], [2.4130, 7.4767, 7.8156], [-0.6313, 10.4492, 7.7917], [0.3633, 9.8885, 6.4093], [0.5169, 11.5419, 6.9972], [1.8000, 9.2123, 9.9182], [0.0840, 9.3111, 9.5621], [1.1448, 7.0061, 9.4031], [0.0584, 7.7653, 6.6598], [-0.0411, 6.2315, 7.5027], [-0.9640, 7.6115, 8.0956], [3.1933, 7.6344, 8.4490], [2.4988, 8.2297, 7.1356], [-0.3703, -9.2101, -6.2284], [-0.1490, -8.9519, -4.8529], [1.0779, -9.4483, -4.3441], [2.2930, -8.5437, -4.6132], [2.8075, -8.6224, -6.0468], [2.0107, -7.1421, -4.2854], [0.0489, -10.1718, -6.5373], [0.0425, -8.4046, -6.8398], [-1.4478, -9.2320, -6.3960], [0.9393, -9.5100, -3.2606], [1.2552, -10.4731, -4.6941], [3.1025, -8.8882, -3.9616], [2.1765, -8.0736, -6.7473], [3.8063, -8.1875, -6.1142], [2.8738, -9.6586, -6.3861], [1.7635, -7.0796, -3.2995], [1.1497, -6.8864, -4.7663]]
}

---

{
  "formula": "C36H87N3",
  "method": "the ωB97M-V functional and the def2-TZVPD basis",
  "e_above_lowest_ev": 3.9686,
  "max_force_ev_per_a": 16.2,
  "energy_ev": -43194.6888,
  "molar_mass_g_mol": 562.11,
  "e_homo_ha": -0.2702,
  "smiles": "CCN(CC)CC.CCN(CC)CC.CCN(CC)CC.CCCCCC.CCCCCC.CCCCCC",
  "homo_lumo_gap_ev": 8.141,
  "symbols": ["C", "C", "N", "C", "C", "C", "C", "H", "H", "H", "H", "H", "H", "H", "H", "H", "H", "H", "H", "H", "H", "H", "C", "C", "N", "C", "C", "C", "C", "H", "H", "H", "H", "H", "H", "H", "H", "H", "H", "H", "H", "H", "H", "H", "C", "C", "N", "C", "C", "C", "C", "H", "H", "H", "H", "H", "H", "H", "H", "H", "H", "H", "H", "H", "H", "H", "C", "C", "C", "C", "C", "C", "H", "H", "H", "H", "H", "H", "H", "H", "H", "H", "H", "H", "H", "H", "C", "C", "C", "C", "C", "C", "H", "H", "H", "H", "H", "H", "H", "H", "H", "H", "H", "H", "H", "H", "C", "C", "C", "C", "C", "C", "H", "H", "H", "H", "H", "H", "H", "H", "H", "H", "H", "H", "H", "H"],
  "xyz": [[-5.3810, -3.1488, 3.1273], [-4.3470, -4.2608, 3.4373], [-3.0370, -4.0598, 2.5523], [-1.7370, -4.5198, 3.2193], [-1.3920, -3.7978, 4.5523], [-3.1270, -4.5428, 1.1793], [-2.0500, -3.9558, 0.2493], [-4.7580, -2.2518, 3.1833], [-6.2340, -3.2928, 3.6413], [-5.7500, -3.2188, 2.0993], [-4.6830, -5.1928, 3.4853], [-3.8780, -4.3988, 4.5313], [-0.7680, -4.4858, 2.6193], [-1.7910, -5.6458, 3.5443], [-2.0190, -4.1988, 5.2303], [-1.5080, -2.6708, 4.4093], [-0.2710, -3.8608, 4.7683], [-4.0310, -4.2368, 0.8873], [-3.2120, -5.6328, 1.0993], [-2.4170, -4.4608, -0.8237], [-1.1590, -4.2478, 0.5593], [-2.0960, -2.9368, 0.0163], [-2.6160, 1.6522, -3.0117], [-1.9470, 2.9462, -3.2267], [-0.7710, 3.1692, -2.4207], [0.2000, 4.0842, -2.9607], [-0.2370, 5.5902, -3.2257], [-1.3230, 3.6042, -1.1057], [-0.2240, 3.4692, 0.0703], [-1.8230, 1.0012, -3.0507], [-3.3150, 1.3742, -3.6907], [-3.2840, 1.5242, -2.0557], [-2.9120, 3.7422, -3.0707], [-1.6720, 3.1002, -4.2247], [0.4610, 3.5912, -3.8657], [1.1930, 4.0122, -2.2707], [0.4130, 6.3962, -3.5827], [-0.3210, 6.0542, -2.1477], [-0.9220, 5.7262, -3.8317], [-2.3880, 3.2552, -0.9967], [-1.7550, 4.5912, -1.1777], [0.2880, 4.5062, 0.2403], [0.2260, 2.5652, 0.0373], [-0.9230, 3.3992, 0.7623], [6.3230, 3.4162, -2.6687], [5.2470, 2.5832, -1.8867], [5.0080, 1.2202, -2.3057], [6.1050, 0.1422, -2.1907], [6.0750, -0.2448, -0.7217], [3.6370, 0.6572, -2.1007], [2.6950, 1.0962, -3.2187], [7.2990, 2.8352, -2.9237], [6.6570, 4.1822, -2.1777], [5.8010, 3.6082, -3.6347], [4.3780, 3.3462, -1.6907], [5.4750, 2.3322, -0.9557], [7.0150, 0.6662, -2.4227], [5.8110, -0.6088, -2.8387], [6.5940, -1.1768, -0.6037], [5.1950, -0.4628, -0.2447], [6.6410, 0.4742, -0.0807], [3.2110, 1.0432, -1.1587], [3.5190, -0.1908, -2.2277], [3.0770, 0.8642, -4.2657], [2.7160, 2.1712, -3.4267], [1.7040, 0.6422, -3.1017], [-5.5200, -1.2778, -0.5257], [-5.2070, -2.2158, -1.7457], [-4.3840, -1.5818, -2.7767], [-3.5590, -2.6188, -3.5037], [-2.4970, -2.0818, -4.4737], [-1.9090, -3.1898, -5.4127], [-6.2170, -0.7238, -0.9157], [-4.5850, -0.7988, -0.1997], [-5.7690, -1.9398, 0.2133], [-6.1180, -2.4428, -2.2847], [-4.7030, -2.9898, -1.4027], [-3.6640, -1.0248, -2.3137], [-4.9050, -0.9408, -3.3257], [-4.3010, -3.0268, -4.1007], [-3.0080, -3.3678, -2.8987], [-1.5240, -1.6438, -3.8647], [-2.9450, -1.1458, -5.1837], [-1.3040, -3.7878, -4.8817], [-1.1740, -2.7518, -6.1287], [-2.8850, -3.7408, -5.9847], [-1.1470, 1.9982, 4.2463], [-1.7620, 0.8292, 3.4103], [-0.6960, -0.0298, 2.7323], [-1.1760, -0.9808, 1.6493], [-1.3910, -0.2038, 0.3983], [-0.1600, -0.2548, -0.5457], [-0.8580, 1.3982, 5.0983], [-2.1910, 2.6432, 4.5833], [-0.2390, 2.5562, 3.7143], [-2.1380, 1.1512, 2.5503], [-2.4390, 0.0832, 3.9623], [-0.3750, -0.6538, 3.5413], [0.0850, 0.6072, 2.3613], [-2.2270, -1.2868, 2.1083], [-0.6260, -1.9968, 1.3413], [-1.6240, 0.8262, 0.4903], [-2.2400, -0.5988, -0.3047], [0.6650, 0.2922, -0.0447], [-0.3230, 0.4322, -1.3737], [-0.1460, -1.1528, -1.0257], [3.5970, -1.1678, 5.1253], [3.3240, -0.8038, 3.6353], [3.6900, 0.6792, 3.4983], [3.5790, 1.0832, 1.9973], [3.6340, 2.6702, 1.7203], [4.9890, 3.2862, 1.9903], [4.4840, -1.4558, 5.3263], [3.0370, -2.1218, 5.2213], [3.2660, -0.4918, 5.8003], [2.2140, -0.8538, 3.5943], [4.0030, -1.4338, 3.1773], [4.5830, 1.2172, 3.9323], [2.8150, 1.0692, 3.9513], [2.6880, 0.7242, 1.5043], [4.2870, 0.5242, 1.4933], [2.7370, 3.0542, 2.2473], [3.3390, 2.5282, 0.6893], [5.4520, 3.0722, 2.9583], [4.7480, 4.2272, 1.7323], [5.8410, 2.8952, 1.3133]]
}

---

{
  "formula": "C36H88N2O32S7",
  "method": "the ωB97M-V functional and the def2-TZVPD basis",
  "max_force_ev_per_a": 4.5,
  "energy_ev": -183101.3198,
  "molar_mass_g_mol": 1285.55,
  "e_homo_ha": -0.3346,
  "smiles": "CCOS(C)(=O)=O.CCOS(C)(=O)=O.CCOS(C)(=O)=O.CCOS(C)(=O)=O.CCOS(C)(=O)=O.CCOS(C)(=O)=O.CCOS(C)(=O)=O.COC(=O)OC.COC(=O)OC.COC(=O)OC.CNC(C)=O.CNC(C)=O",
  "homo_lumo_gap_ev": 9.457,
  "symbols": ["C", "C", "O", "S", "C", "O", "O", "H", "H", "H", "H", "H", "H", "H", "H", "C", "C", "O", "S", "C", "O", "O", "H", "H", "H", "H", "H", "H", "H", "H", "C", "C", "O", "S", "C", "O", "O", "H", "H", "H", "H", "H", "H", "H", "H", "C", "C", "O", "S", "C", "O", "O", "H", "H", "H", "H", "H", "H", "H", "H", "C", "C", "O", "S", "C", "O", "O", "H", "H", "H", "H", "H", "H", "H", "H", "C", "C", "O", "S", "C", "O", "O", "H", "H", "H", "H", "H", "H", "H", "H", "C", "C", "O", "S", "C", "O", "O", "H", "H", "H", "H", "H", "H", "H", "H", "C", "O", "C", "O", "O", "C", "H", "H", "H", "H", "H", "H", "C", "O", "C", "O", "O", "C", "H", "H", "H", "H", "H", "H", "C", "O", "C", "O", "O", "C", "H", "H", "H", "H", "H", "H", "C", "N", "C", "C", "O", "H", "H", "H", "H", "H", "H", "H", "C", "N", "C", "C", "O", "H", "H", "H", "H", "H", "H", "H"],
  "xyz": [[5.0930, -0.3866, -1.2296], [4.5718, 0.7014, -0.3105], [5.7824, 1.3374, 0.3076], [6.2611, 2.7523, -0.1323], [6.8137, 2.4359, -1.7974], [5.1774, 3.6167, -0.3243], [7.3788, 3.0799, 0.7030], [5.7206, -0.1128, -2.0797], [4.1852, -0.9952, -1.3217], [5.8343, -0.9929, -0.6628], [3.9575, 1.4887, -0.7067], [4.1022, 0.2623, 0.5505], [5.9585, 2.0994, -2.3580], [7.5859, 1.6496, -1.6628], [7.1993, 3.3717, -2.1674], [6.1679, 4.4121, 4.0123], [4.7553, 4.6792, 3.4437], [4.1855, 3.4373, 3.0784], [2.6032, 3.5883, 2.6135], [2.7812, 4.6571, 1.1669], [2.0961, 2.2983, 2.2051], [1.8550, 4.2816, 3.6094], [6.6863, 5.3339, 4.1827], [6.8387, 3.7857, 3.3849], [6.1125, 3.9446, 4.9942], [4.1664, 5.3044, 4.1352], [4.8966, 5.2880, 2.4824], [3.5244, 4.1386, 0.6196], [3.0774, 5.6638, 1.4357], [1.8295, 4.6520, 0.6670], [-7.0584, 0.6762, 3.6750], [-5.6880, 0.0621, 3.2010], [-5.8640, -0.2471, 1.7588], [-4.6107, -0.8856, 1.0283], [-4.1696, -2.3806, 1.8702], [-5.0728, -1.2971, -0.2635], [-3.5059, 0.0331, 1.0554], [-7.2202, 1.5468, 3.1010], [-6.9671, 0.9132, 4.7474], [-7.7688, -0.0960, 3.5289], [-4.8929, 0.7610, 3.2834], [-5.5267, -0.8442, 3.7701], [-3.5107, -2.8688, 1.1716], [-5.0738, -2.9482, 1.9511], [-3.7301, -2.2473, 2.8384], [-2.7770, 6.9851, -2.4470], [-2.5300, 5.4969, -2.3205], [-1.6719, 5.2446, -1.1646], [-1.2291, 3.7208, -0.8660], [-2.5285, 3.0907, 0.0902], [-1.1723, 2.9830, -2.0811], [-0.0402, 3.8028, -0.0437], [-3.0365, 7.4455, -1.4931], [-3.5588, 7.0742, -3.1537], [-1.8171, 7.4812, -2.7865], [-3.4444, 4.9195, -2.0332], [-2.0051, 4.9412, -3.1239], [-2.3196, 2.0875, 0.4396], [-3.3590, 3.0525, -0.5920], [-2.7184, 3.6172, 1.0307], [1.9909, -4.6374, -5.3564], [0.8422, -5.3718, -4.6813], [-0.4398, -5.1922, -5.4700], [-1.1903, -3.7872, -5.4396], [-0.8582, -3.2963, -3.8227], [-0.5241, -2.8449, -6.3120], [-2.5688, -4.0557, -5.6131], [2.1149, -4.9284, -6.3720], [2.8604, -4.8187, -4.7630], [1.9143, -3.5094, -5.1695], [0.9953, -6.4413, -4.6667], [0.6181, -5.0016, -3.7379], [0.2260, -2.9047, -3.7746], [-0.8837, -4.1170, -3.0851], [-1.6114, -2.5380, -3.5407], [-2.2746, -7.4734, -3.9474], [-3.2913, -6.5612, -3.4619], [-2.7112, -5.7889, -2.3986], [-3.5423, -4.7332, -1.4760], [-4.4763, -3.7063, -2.6620], [-4.4844, -5.4407, -0.6895], [-2.4277, -4.0195, -0.9474], [-2.1048, -8.1702, -3.1301], [-1.4058, -6.9111, -4.1024], [-2.5101, -7.8961, -4.8997], [-3.7156, -5.7372, -4.1412], [-4.1629, -7.1532, -3.0608], [-4.7773, -2.9253, -1.9884], [-5.3521, -4.2465, -2.9841], [-3.7427, -3.3848, -3.4057], [4.2544, 0.6555, 4.7556], [4.9700, 0.0975, 3.4580], [4.0598, -0.8292, 2.7491], [4.3793, -2.3811, 2.5976], [3.0676, -3.0580, 3.5295], [4.2810, -2.5819, 1.1794], [5.5927, -2.7671, 3.2885], [4.4853, -0.0711, 5.5400], [3.2067, 0.4950, 4.6443], [4.3166, 1.6797, 5.1834], [5.1976, 0.9094, 2.7398], [5.8371, -0.4625, 3.7708], [3.1216, -2.4366, 4.4686], [3.3565, -4.0472, 3.6856], [2.1392, -2.8320, 2.9855], [-4.2044, 0.0783, -6.4644], [-3.4481, -0.5040, -5.3606], [-3.1535, 0.2131, -4.2983], [-3.4146, 1.3683, -4.0661], [-2.4339, -0.5697, -3.4454], [-1.9687, -0.0308, -2.1663], [-4.8794, 0.8351, -6.0036], [-4.7272, -0.7623, -6.8340], [-3.5448, 0.5481, -7.2025], [-2.7611, 0.4920, -1.6376], [-1.1366, 0.6395, -2.3980], [-1.6346, -0.8281, -1.6220], [2.2246, 3.5339, -2.6622], [2.4241, 2.1504, -2.2579], [2.2323, 1.1798, -3.2025], [2.6185, 0.0326, -2.9880], [1.4720, 1.5704, -4.2556], [0.9172, 0.4237, -5.0716], [1.3576, 3.9811, -2.2663], [2.1739, 3.5541, -3.7385], [3.1706, 3.9832, -2.2427], [0.6304, -0.3737, -4.4004], [1.6625, -0.0565, -5.7632], [0.0865, 0.8744, -5.5533], [-0.0940, 0.5380, 0.9210], [-0.0325, -0.8571, 0.4893], [-0.2946, -1.8121, 1.4184], [-0.7288, -1.6651, 2.5305], [-0.0493, -3.0891, 1.0214], [0.6559, -3.3165, -0.1508], [0.2247, 1.1544, 0.1074], [0.5111, 0.7464, 1.7958], [-1.1343, 0.7726, 1.2463], [-0.0683, -3.1445, -0.9879], [0.9250, -4.3731, -0.1074], [1.5264, -2.7187, -0.1464], [-2.2277, 2.8101, 4.2807], [-1.4237, 3.9714, 3.8730], [-1.9357, 4.9041, 3.1598], [-1.0537, 6.0978, 2.7022], [-3.1295, 4.8967, 2.8770], [-3.1259, 3.1040, 4.8456], [-1.5813, 2.0235, 4.7532], [-2.7364, 2.3582, 3.4103], [-0.4474, 3.9146, 4.0938], [-1.6769, 6.9523, 2.5656], [-0.6502, 5.9368, 1.6854], [-0.2949, 6.2815, 3.3911], [-0.3078, -1.8495, 6.0561], [-1.0788, -2.6757, 5.1615], [-0.9382, -3.9995, 5.2456], [-1.6407, -4.8411, 4.1270], [-0.4268, -4.6186, 6.2173], [-0.8333, -0.8902, 6.2522], [0.6878, -1.7340, 5.6650], [-0.3486, -2.4708, 6.9368], [-1.4222, -2.2830, 4.3079], [-2.4292, -4.1418, 3.7823], [-2.1428, -5.6936, 4.5510], [-1.0429, -5.2927, 3.3355]]
}